96
Properties=species:S:1:pos:R:3 method="wB97M-V/def2-TZVPD" orbital_gap_ev=5.97 e_lumo_ev=2.0 total_charge=-1 total_energy_ev=-77481.7008 homo_energy_ev=-3.95
Rb -0.52 -1.14 -0.33
C -4.46 -1.86 -2.23
O -4.50 -3.21 -1.84
C -3.54 -3.65 -0.92
C -4.03 -4.43 0.10
C -3.18 -5.03 1.02
C -1.82 -4.82 0.91
C -1.30 -4.04 -0.11
C 0.15 -3.85 -0.24
N 1.00 -3.57 0.67
N 0.64 -3.50 1.97
C 0.20 -2.42 2.52
O -0.01 -1.28 1.99
C -0.04 -2.53 4.00
C 0.49 -1.57 4.84
C 0.20 -1.59 6.20
C -0.63 -2.57 6.71
C -1.16 -3.53 5.87
C -0.87 -3.52 4.52
C -2.14 -3.39 -1.07
O -1.67 -2.64 -1.98
H -5.17 -1.76 -3.06
H -3.46 -1.58 -2.57
H -4.77 -1.20 -1.41
H -5.10 -4.59 0.16
H -3.58 -5.66 1.81
H -1.13 -5.31 1.59
H 0.57 -3.94 -1.24
H 1.12 -0.79 4.44
H 0.62 -0.83 6.84
H -0.86 -2.58 7.77
H -1.82 -4.29 6.28
H -1.29 -4.26 3.86
S -2.51 -0.42 3.66
C -2.22 1.26 3.50
C -2.20 1.61 2.19
N -2.42 0.59 1.32
C -2.57 -0.53 1.95
H -2.06 1.88 4.36
H -2.04 2.60 1.81
H -2.77 -1.46 1.46
N 2.47 0.08 1.96
C 2.58 0.86 3.08
C 1.47 1.56 3.57
C 1.58 2.38 4.68
C 2.80 2.53 5.33
C 3.91 1.84 4.85
C 3.80 1.02 3.75
H 3.20 -0.60 1.83
H 1.54 -0.32 1.82
H 0.52 1.43 3.07
H 0.70 2.89 5.04
H 2.89 3.18 6.19
H 4.86 1.95 5.35
H 4.68 0.49 3.39
O 0.89 0.33 -1.54
P 0.75 1.26 -2.65
N 2.25 1.48 -3.44
C 3.38 0.78 -2.86
C 4.14 1.87 -2.11
C 4.05 3.04 -3.09
C 2.72 2.81 -3.82
N 0.22 2.79 -2.16
C -0.17 2.93 -0.75
C -1.48 3.69 -0.78
C -1.31 4.58 -2.01
C -0.65 3.62 -2.99
N -0.32 0.73 -3.83
C -0.26 1.29 -5.17
C 0.31 0.17 -6.04
C -0.39 -1.04 -5.45
C -0.39 -0.74 -3.95
H 4.00 0.36 -3.66
H 3.04 -0.02 -2.21
H 5.17 1.60 -1.87
H 3.60 2.10 -1.19
H 4.89 3.01 -3.79
H 4.07 4.00 -2.58
H 2.86 2.85 -4.91
H 1.98 3.55 -3.54
H 0.60 3.51 -0.23
H -0.25 1.95 -0.27
H -1.65 4.27 0.13
H -2.32 3.00 -0.94
H -0.63 5.41 -1.78
H -2.24 4.99 -2.39
H -0.06 4.14 -3.76
H -1.41 3.02 -3.50
H 0.34 2.20 -5.19
H -1.28 1.53 -5.50
H 1.39 0.11 -5.88
H 0.11 0.33 -7.10
H 0.10 -1.98 -5.68
H -1.42 -1.09 -5.82
H 0.48 -1.20 -3.47
H -1.27 -1.13 -3.46

48
Properties=species:S:1:pos:R:3 method="wB97M-V/def2-TZVPD" orbital_gap_ev=6.72 e_lumo_ev=-6.9 total_charge=+2 total_energy_ev=-60919.1044 homo_energy_ev=-13.57
C -1.64 -0.05 -6.30
I -1.63 0.10 -4.14
H -0.61 0.03 -6.63
H -2.25 0.78 -6.67
H -2.07 -1.01 -6.55
Bi 0.06 -0.04 -0.61
P 0.20 2.27 -0.79
C -1.36 3.23 -0.71
C 1.25 3.05 0.50
H 1.35 4.12 0.32
H 1.09 3.93 -2.36
H 2.23 2.57 0.47
H 1.94 2.35 -2.45
H -1.86 3.03 0.24
H 0.79 2.88 1.48
C 0.97 2.84 -2.35
H -1.17 4.30 -0.81
H 0.34 2.54 -3.20
H -2.02 2.90 -1.52
P 0.21 -2.34 -0.45
C -1.34 -3.29 -0.23
C 0.99 -3.13 -1.91
H 2.24 -2.44 0.85
H 1.37 -4.01 0.93
H 0.81 -2.60 1.89
C 1.26 -2.92 0.94
H 1.96 -2.66 -2.07
H 1.12 -4.21 -1.75
H -1.14 -4.36 -0.17
H -2.01 -3.09 -1.07
H 0.36 -2.97 -2.78
H -1.84 -2.96 0.69
Cl 2.44 -0.05 -0.84
C 1.76 0.15 4.77
C 0.78 0.12 3.64
C -0.60 0.09 3.74
C -1.05 0.05 2.44
N 0.02 0.06 1.61
N 1.12 0.10 2.34
C -2.47 0.00 2.01
H 1.59 1.06 5.38
H 1.62 -0.75 5.40
H 2.80 0.16 4.38
H -1.19 0.10 4.65
H 2.09 0.11 1.96
H -2.95 -0.91 2.43
H -3.00 0.90 2.39
H -2.56 -0.03 0.90

14
Properties=species:S:1:pos:R:3 method="wB97M-V/def2-TZVPD" de_lowest_kcal_mol=116.9 orbital_gap_ev=8.58 e_lumo_ev=-6.2 total_charge=+1 total_energy_ev=-9740.0664 homo_energy_ev=-14.80
C 1.19 1.37 0.48
N 1.09 0.10 -0.03
C 1.57 -1.03 -0.26
C 0.12 -0.75 -0.63
C -1.01 -1.34 0.23
N -2.15 -0.83 0.30
C -2.46 0.34 -0.28
N -2.77 1.30 -0.77
H 0.26 1.74 0.89
H 2.08 1.66 0.97
H 1.08 2.18 -0.19
H 2.15 -1.76 0.23
H -0.20 -0.62 -1.64
H -0.95 -2.36 0.68

21
Properties=species:S:1:pos:R:3 method="wB97M-V/def2-TZVPD" de_lowest_kcal_mol=40.5 orbital_gap_ev=10.08 e_lumo_ev=1.2 smiles="C/C=C/CCCC" total_energy_ev=-7484.5393 homo_energy_ev=-8.90
C 1.17 2.42 1.90
C 0.36 1.70 0.82
C 0.72 1.06 -0.30
C -0.38 0.55 -1.28
C -1.36 -0.44 -0.57
C -0.98 -1.92 -0.78
C 0.38 -2.34 -0.22
H 0.79 3.45 1.93
H 2.23 2.59 1.74
H 0.97 1.91 2.84
H -0.72 1.76 0.92
H 1.68 0.68 -0.61
H 0.21 0.06 -2.06
H -1.02 1.34 -1.69
H -1.23 -0.38 0.52
H -2.32 0.03 -0.77
H -1.01 -2.16 -1.85
H -1.66 -2.64 -0.31
H 1.29 -2.18 -0.82
H 0.48 -2.03 0.83
H 0.40 -3.44 -0.25

10
Properties=species:S:1:pos:R:3 method="wB97M-V/def2-TZVPD" de_lowest_kcal_mol=120.5 orbital_gap_ev="8.30 / 8.82" e_lumo_ev="-0.8 / -0.2" total_energy_ev=-16744.8965 homo_energy_ev="-9.10 / -9.04"
C -1.02 -1.37 -1.25
C -1.35 -1.12 -0.01
C 0.33 1.14 0.43
C 1.42 1.22 1.09
Cl 2.64 2.61 1.07
H -1.35 -2.14 -2.00
H -0.34 -0.64 -1.76
H -1.72 -1.62 0.85
H -0.51 1.37 -0.25
H 1.91 0.55 1.82

11
Properties=species:S:1:pos:R:3 method="wB97M-V/def2-TZVPD" de_lowest_kcal_mol=36.4 orbital_gap_ev=10.90 e_lumo_ev=1.1 smiles=C1COCO1 total_energy_ev=-7302.0986 homo_energy_ev=-9.83
C 0.63 -0.60 0.65
C -0.35 0.53 0.88
O -1.17 0.41 -0.27
C -0.26 0.05 -1.30
O 0.98 -0.25 -0.69
H 0.18 -1.60 0.65
H 1.49 -0.58 1.32
H -0.96 0.57 1.78
H 0.27 1.43 0.81
H -0.65 -0.84 -1.82
H -0.15 0.88 -2.00

21
Properties=species:S:1:pos:R:3 method="wB97M-V/def2-TZVPD" de_lowest_kcal_mol=26.6 multiplicity=2 orbital_gap_ev="8.83 / 8.23" e_lumo_ev="0.1 / -1.9" total_energy_ev=-71010.8740 homo_energy_ev="-8.78 / -10.13"
O 2.06 0.53 1.04
C 0.12 -1.70 1.02
C 2.66 -0.16 0.01
O -0.20 -2.53 1.84
O 1.05 -1.98 0.13
C 1.68 -1.05 -0.76
H 3.48 -0.81 0.39
H 3.12 0.50 -0.76
H 2.21 -1.67 -1.49
H 0.91 -0.48 -1.28
H -2.14 2.46 -1.02
O -0.69 0.31 1.97
O -0.41 1.46 -0.43
C -1.67 1.46 -0.98
C -2.55 0.57 -0.11
O -1.75 -0.60 0.16
C -0.68 -0.38 0.92
H -1.62 1.01 -1.99
H -3.44 0.21 -0.64
H -2.82 1.08 0.83
Ga 0.67 1.76 1.14

12
Properties=species:S:1:pos:R:3 method="wB97M-V/def2-TZVPD" de_lowest_kcal_mol=98.2 orbital_gap_ev="6.19 / 6.06" e_lumo_ev="-6.1 / -6.2" total_charge=+1 total_energy_ev=-16317.6816 homo_energy_ev="-12.25 / -12.25"
C 2.40 1.72 0.02
C 1.21 1.44 -0.03
C -1.43 -1.28 -0.02
C -0.04 1.03 -0.07
C -2.12 -0.06 -0.02
N -0.15 -1.23 -0.07
N -1.32 1.05 -0.05
I -4.19 0.16 0.00
H 3.41 2.00 0.08
H -2.00 -2.21 0.01
H 0.54 -1.96 -0.04
H -1.82 1.95 -0.04

88
Properties=species:S:1:pos:R:3 method="wB97M-V/def2-TZVPD" de_lowest_kcal_mol=1.9 orbital_gap_ev=4.82 e_lumo_ev=3.3 total_charge=-2 total_energy_ev=-90939.0661 homo_energy_ev=-1.53
Pt -0.05 0.31 -0.70
S -1.42 1.12 1.01
C -2.08 2.52 0.22
C -3.28 3.09 0.63
C -3.80 4.22 0.01
C -5.03 4.79 0.49
N -6.00 5.26 0.88
C -3.11 4.80 -1.06
C -1.90 4.24 -1.47
C -1.37 3.13 -0.84
S 0.19 2.48 -1.29
C -3.63 5.95 -1.75
N -4.03 6.87 -2.31
H -3.84 2.63 1.44
H -1.36 4.68 -2.31
O -4.58 -1.20 1.00
S -3.17 -1.67 1.14
C -2.78 -1.45 2.92
C -3.12 -2.74 3.68
C -4.01 -3.57 2.77
C -3.33 -3.46 1.42
H -3.41 -0.60 3.20
H -1.74 -1.15 3.01
H -3.58 -2.53 4.65
H -2.19 -3.29 3.87
H -5.00 -3.10 2.68
H -4.15 -4.60 3.11
H -3.87 -3.88 0.57
H -2.31 -3.88 1.44
C -2.90 0.39 -4.98
C -1.43 0.05 -4.93
C -0.71 -0.20 -6.10
C 0.64 -0.51 -6.01
C 1.45 -0.79 -7.25
C 1.27 -0.55 -4.77
C 0.58 -0.30 -3.55
C -0.80 -0.01 -3.71
N 1.12 -0.35 -2.29
C 2.55 -0.57 -2.08
C 3.42 0.52 -2.76
C 4.91 0.27 -2.50
C 5.29 -1.12 -3.03
C 4.49 -2.20 -2.28
C 4.78 -2.10 -0.79
C 4.36 -0.72 -0.29
C 5.19 0.35 -1.00
C 2.87 -0.49 -0.57
C 2.99 -1.98 -2.53
H -3.34 0.08 -5.93
H -3.05 1.46 -4.88
H -3.44 -0.10 -4.17
H -1.20 -0.17 -7.07
H 0.81 -0.85 -8.13
H 1.99 -1.74 -7.16
H 2.19 -0.01 -7.43
H 2.32 -0.80 -4.78
H -1.39 0.13 -2.81
H 3.11 1.49 -2.35
H 3.24 0.56 -3.83
H 5.50 1.03 -3.03
H 6.36 -1.30 -2.88
H 5.09 -1.18 -4.10
H 4.78 -3.19 -2.65
H 5.85 -2.26 -0.60
H 4.23 -2.88 -0.25
H 4.52 -0.65 0.79
H 6.26 0.20 -0.80
H 4.92 1.34 -0.63
H 2.56 0.49 -0.20
H 2.27 -1.24 -0.05
H 2.41 -2.71 -1.95
H 2.76 -2.16 -3.57
O -1.59 -2.40 -1.64
C -0.71 -2.56 -0.81
O -0.08 -1.70 -0.10
C -0.28 -4.00 -0.51
C -1.06 -5.05 -0.97
C -0.70 -6.37 -0.72
C 0.46 -6.65 -0.02
C 1.23 -5.59 0.43
C 0.88 -4.27 0.21
N 2.46 -5.89 1.17
O 2.76 -7.06 1.34
O 3.13 -4.96 1.59
H -1.94 -4.80 -1.54
H -1.32 -7.18 -1.08
H 0.77 -7.67 0.19
H 1.49 -3.45 0.58

98
Properties=species:S:1:pos:R:3 method="wB97M-V/def2-TZVPD" de_lowest_kcal_mol=34.5 multiplicity=2 orbital_gap_ev="6.14 / 6.00" e_lumo_ev="-0.9 / -1.6" total_energy_ev=-197035.9073 homo_energy_ev="-7.08 / -7.60"
Re 0.08 0.85 0.56
N 4.23 2.44 1.51
C 2.91 2.14 1.55
S 1.88 2.63 0.26
N 2.43 1.54 2.60
N 1.08 1.45 2.43
C 0.36 1.73 3.45
C -1.07 1.67 3.29
C -1.95 2.01 4.31
C -3.31 1.92 4.07
C -3.74 1.47 2.83
C -2.81 1.14 1.87
N -1.48 1.26 2.07
H 4.64 2.59 0.61
H 4.81 2.02 2.22
H 0.82 2.03 4.39
H -1.56 2.33 5.26
H -4.02 2.18 4.85
H -4.79 1.36 2.60
H -3.11 0.74 0.92
C 0.17 -0.30 -4.37
C 0.74 0.67 -3.34
C 2.22 0.99 -3.62
C -0.07 1.95 -3.26
C -0.38 2.67 -4.40
C -1.14 3.83 -4.34
C -1.62 4.29 -3.12
C -1.35 3.61 -1.94
C -1.87 4.11 -0.61
C -3.37 4.38 -0.65
C -1.09 5.35 -0.17
C -0.54 2.45 -2.03
N -0.20 1.83 -0.87
H 0.71 -1.25 -4.32
H 0.27 0.08 -5.39
H -0.89 -0.50 -4.18
H 0.68 0.18 -2.37
H 2.34 1.49 -4.58
H 2.80 0.06 -3.64
H 2.63 1.62 -2.83
H -0.03 2.32 -5.36
H -1.36 4.38 -5.24
H -2.23 5.19 -3.09
H -1.69 3.33 0.13
H -3.62 5.20 -1.32
H -3.73 4.65 0.34
H -3.92 3.50 -0.99
H -1.24 6.18 -0.87
H -0.02 5.14 -0.11
H -1.43 5.68 0.82
Br -4.41 -2.40 -3.58
C -3.16 -1.56 -2.43
C -1.98 -2.20 -2.10
C -1.08 -1.59 -1.24
C -1.30 -0.33 -0.68
C -2.49 0.30 -1.10
C -3.42 -0.29 -1.94
H -1.76 -3.18 -2.50
H -0.18 -2.13 -1.00
H -2.69 1.33 -0.81
H -4.32 0.24 -2.23
Ge -0.11 -1.35 2.15
C 1.49 -2.46 2.48
C 1.40 -3.84 2.65
C 2.54 -4.61 2.87
C 3.79 -4.00 2.94
C 3.89 -2.63 2.78
C 2.75 -1.87 2.56
C -1.63 -2.56 1.86
C -2.83 -2.30 2.51
C -3.96 -3.09 2.30
C -3.89 -4.17 1.42
C -2.69 -4.45 0.78
C -1.58 -3.65 0.99
H -0.44 -0.78 3.57
H 0.44 -4.33 2.61
H 2.45 -5.68 3.00
H 4.68 -4.60 3.10
H 4.86 -2.14 2.83
H 2.85 -0.79 2.43
H -2.89 -1.49 3.23
H -4.88 -2.87 2.82
H -4.76 -4.78 1.25
H -2.63 -5.29 0.10
H -0.66 -3.89 0.48
O 1.68 -1.85 -0.29
B 1.74 -0.46 -0.03
O 3.07 -0.06 -0.25
C 3.79 -1.18 -0.58
C 5.14 -1.30 -0.85
C 5.60 -2.59 -1.12
C 4.75 -3.68 -1.12
C 3.39 -3.55 -0.86
C 2.94 -2.27 -0.59
H 5.79 -0.44 -0.84
H 6.65 -2.73 -1.34
H 5.15 -4.67 -1.34
H 2.72 -4.39 -0.84

70
Properties=species:S:1:pos:R:3 method="wB97M-V/def2-TZVPD" de_lowest_kcal_mol=0.0 multiplicity=3 orbital_gap_ev="6.50 / 4.55" e_lumo_ev="-13.4 / -15.2" total_charge=+4 total_energy_ev=-65912.0484 homo_energy_ev="-19.93 / -19.72"
W 0.10 -0.03 -0.70
P 1.77 1.12 1.11
P -1.52 1.54 0.45
P 0.99 1.66 -2.29
H -0.90 -1.40 1.68
C -0.66 -1.62 0.66
C 0.73 -1.84 0.22
H 1.53 -1.75 0.97
C 1.63 0.46 2.81
C 1.97 2.90 1.58
C 3.52 0.76 0.69
C -3.09 0.83 -0.06
C -1.45 1.51 2.26
C -1.61 3.34 0.14
C 2.32 0.95 -3.34
C 1.72 3.28 -1.83
C -0.29 2.29 -3.47
H -1.47 -2.19 0.23
H 0.91 -2.76 -0.36
H 1.32 -0.59 2.83
H 0.85 1.00 3.37
H 2.59 0.57 3.34
H 1.11 3.24 2.18
H 2.03 3.55 0.71
H 2.89 3.00 2.17
H 3.70 -0.32 0.66
H 4.17 1.22 1.45
H 3.77 1.15 -0.30
H -3.87 1.44 0.41
H -3.16 -0.22 0.25
H -3.19 0.84 -1.15
H -2.42 1.86 2.63
H -0.66 2.17 2.62
H -1.27 0.50 2.66
H -2.57 3.64 0.57
H -1.56 3.56 -0.92
H -0.79 3.84 0.67
H 2.52 1.57 -4.23
H 2.03 -0.06 -3.67
H 3.26 0.89 -2.76
H 2.02 3.83 -2.74
H 2.64 3.14 -1.22
H 0.96 3.90 -1.30
H 0.15 2.45 -4.48
H -0.69 3.27 -3.15
H -1.12 1.57 -3.52
C -0.74 -2.08 -3.67
C -1.66 -2.04 -4.73
C -1.58 -2.98 -5.76
C -0.53 -3.89 -5.79
C 0.43 -3.89 -4.78
C 0.34 -2.95 -3.74
S -1.17 -0.92 -2.27
H 1.37 -0.95 -1.40
H -2.41 -1.25 -4.73
H -2.35 -3.00 -6.52
H -0.46 -4.63 -6.58
H 1.27 -4.57 -4.77
H 1.11 -2.85 -2.97
C -2.88 -1.79 5.88
N -1.57 -2.37 5.84
C -0.66 -2.08 4.86
N 0.57 -2.66 5.09
O -0.90 -1.35 3.89
H -3.04 -1.26 4.92
H -2.98 -1.06 6.72
H -3.66 -2.55 6.03
H -1.20 -2.83 6.65
H 1.23 -2.60 4.36
H 0.57 -3.50 5.65

What did the first record say?
96
Properties=species:S:1:pos:R:3 method="wB97M-V/def2-TZVPD" orbital_gap_ev=5.97 e_lumo_ev=2.0 total_charge=-1 total_energy_ev=-77481.7008 homo_energy_ev=-3.95
Rb -0.52 -1.14 -0.33
C -4.46 -1.86 -2.23
O -4.50 -3.21 -1.84
C -3.54 -3.65 -0.92
C -4.03 -4.43 0.10
C -3.18 -5.03 1.02
C -1.82 -4.82 0.91
C -1.30 -4.04 -0.11
C 0.15 -3.85 -0.24
N 1.00 -3.57 0.67
N 0.64 -3.50 1.97
C 0.20 -2.42 2.52
O -0.01 -1.28 1.99
C -0.04 -2.53 4.00
C 0.49 -1.57 4.84
C 0.20 -1.59 6.20
C -0.63 -2.57 6.71
C -1.16 -3.53 5.87
C -0.87 -3.52 4.52
C -2.14 -3.39 -1.07
O -1.67 -2.64 -1.98
H -5.17 -1.76 -3.06
H -3.46 -1.58 -2.57
H -4.77 -1.20 -1.41
H -5.10 -4.59 0.16
H -3.58 -5.66 1.81
H -1.13 -5.31 1.59
H 0.57 -3.94 -1.24
H 1.12 -0.79 4.44
H 0.62 -0.83 6.84
H -0.86 -2.58 7.77
H -1.82 -4.29 6.28
H -1.29 -4.26 3.86
S -2.51 -0.42 3.66
C -2.22 1.26 3.50
C -2.20 1.61 2.19
N -2.42 0.59 1.32
C -2.57 -0.53 1.95
H -2.06 1.88 4.36
H -2.04 2.60 1.81
H -2.77 -1.46 1.46
N 2.47 0.08 1.96
C 2.58 0.86 3.08
C 1.47 1.56 3.57
C 1.58 2.38 4.68
C 2.80 2.53 5.33
C 3.91 1.84 4.85
C 3.80 1.02 3.75
H 3.20 -0.60 1.83
H 1.54 -0.32 1.82
H 0.52 1.43 3.07
H 0.70 2.89 5.04
H 2.89 3.18 6.19
H 4.86 1.95 5.35
H 4.68 0.49 3.39
O 0.89 0.33 -1.54
P 0.75 1.26 -2.65
N 2.25 1.48 -3.44
C 3.38 0.78 -2.86
C 4.14 1.87 -2.11
C 4.05 3.04 -3.09
C 2.72 2.81 -3.82
N 0.22 2.79 -2.16
C -0.17 2.93 -0.75
C -1.48 3.69 -0.78
C -1.31 4.58 -2.01
C -0.65 3.62 -2.99
N -0.32 0.73 -3.83
C -0.26 1.29 -5.17
C 0.31 0.17 -6.04
C -0.39 -1.04 -5.45
C -0.39 -0.74 -3.95
H 4.00 0.36 -3.66
H 3.04 -0.02 -2.21
H 5.17 1.60 -1.87
H 3.60 2.10 -1.19
H 4.89 3.01 -3.79
H 4.07 4.00 -2.58
H 2.86 2.85 -4.91
H 1.98 3.55 -3.54
H 0.60 3.51 -0.23
H -0.25 1.95 -0.27
H -1.65 4.27 0.13
H -2.32 3.00 -0.94
H -0.63 5.41 -1.78
H -2.24 4.99 -2.39
H -0.06 4.14 -3.76
H -1.41 3.02 -3.50
H 0.34 2.20 -5.19
H -1.28 1.53 -5.50
H 1.39 0.11 -5.88
H 0.11 0.33 -7.10
H 0.10 -1.98 -5.68
H -1.42 -1.09 -5.82
H 0.48 -1.20 -3.47
H -1.27 -1.13 -3.46

Repeat the eighth record exactly.
12
Properties=species:S:1:pos:R:3 method="wB97M-V/def2-TZVPD" de_lowest_kcal_mol=98.2 orbital_gap_ev="6.19 / 6.06" e_lumo_ev="-6.1 / -6.2" total_charge=+1 total_energy_ev=-16317.6816 homo_energy_ev="-12.25 / -12.25"
C 2.40 1.72 0.02
C 1.21 1.44 -0.03
C -1.43 -1.28 -0.02
C -0.04 1.03 -0.07
C -2.12 -0.06 -0.02
N -0.15 -1.23 -0.07
N -1.32 1.05 -0.05
I -4.19 0.16 0.00
H 3.41 2.00 0.08
H -2.00 -2.21 0.01
H 0.54 -1.96 -0.04
H -1.82 1.95 -0.04

Please write out number 2 again, unchanged.
48
Properties=species:S:1:pos:R:3 method="wB97M-V/def2-TZVPD" orbital_gap_ev=6.72 e_lumo_ev=-6.9 total_charge=+2 total_energy_ev=-60919.1044 homo_energy_ev=-13.57
C -1.64 -0.05 -6.30
I -1.63 0.10 -4.14
H -0.61 0.03 -6.63
H -2.25 0.78 -6.67
H -2.07 -1.01 -6.55
Bi 0.06 -0.04 -0.61
P 0.20 2.27 -0.79
C -1.36 3.23 -0.71
C 1.25 3.05 0.50
H 1.35 4.12 0.32
H 1.09 3.93 -2.36
H 2.23 2.57 0.47
H 1.94 2.35 -2.45
H -1.86 3.03 0.24
H 0.79 2.88 1.48
C 0.97 2.84 -2.35
H -1.17 4.30 -0.81
H 0.34 2.54 -3.20
H -2.02 2.90 -1.52
P 0.21 -2.34 -0.45
C -1.34 -3.29 -0.23
C 0.99 -3.13 -1.91
H 2.24 -2.44 0.85
H 1.37 -4.01 0.93
H 0.81 -2.60 1.89
C 1.26 -2.92 0.94
H 1.96 -2.66 -2.07
H 1.12 -4.21 -1.75
H -1.14 -4.36 -0.17
H -2.01 -3.09 -1.07
H 0.36 -2.97 -2.78
H -1.84 -2.96 0.69
Cl 2.44 -0.05 -0.84
C 1.76 0.15 4.77
C 0.78 0.12 3.64
C -0.60 0.09 3.74
C -1.05 0.05 2.44
N 0.02 0.06 1.61
N 1.12 0.10 2.34
C -2.47 0.00 2.01
H 1.59 1.06 5.38
H 1.62 -0.75 5.40
H 2.80 0.16 4.38
H -1.19 0.10 4.65
H 2.09 0.11 1.96
H -2.95 -0.91 2.43
H -3.00 0.90 2.39
H -2.56 -0.03 0.90